# 1
DFT (wB97M-V/def2-TZVPD) results for 6 unconnected molecules or ions with the total composition C38H63BNO19P in a non-equilibrium geometry.

Values from the calculation:
max |F|	1.04	eV Å⁻¹
E_LUMO	-1.108	eV
structure (SMILES)	CB(O)C1=C(CCCCCN)C(=O)C([PH2]=O)=C(c2ccccc2)C1=O.CCOC(=O)OC.CCOC(=O)OC.CCOC(=O)OC.CCOC(=O)OC.CCOC(=O)OC
E	-90787.75197	eV
gap between HOMO and LUMO	8.18	eV

Each line ends with the Mulliken charge.
Element x y z (Å)
1 P -0.164 3.497 -5.142  0.607
2 O -5.072 3.782 -3.953  -0.608
3 O 0.184 -5.381 2.448  -0.575
4 O 8.400 -1.502 -0.270  -0.550
5 O 1.231 -3.397 2.748  -0.244
6 O 3.024 -1.679 -1.707  -0.292
7 O -5.700 -1.483 5.363  -0.395
8 O 3.020 -3.815 -1.410  -0.339
9 O 7.817 -0.334 1.579  -0.365
10 O 2.511 2.984 -0.405  -0.067
11 O 1.048 -2.770 -1.784  -0.589
12 O -5.568 2.957 -0.376  -0.663
13 O -3.781 -2.468 5.340  -0.375
14 O 3.682 4.424 0.883  -0.586
15 O -0.278 4.137 -6.467  -0.722
16 O -0.630 -3.427 1.661  -0.013
17 O -0.876 5.130 -2.445  -0.590
18 O -5.001 -2.446 3.440  -0.565
19 O 3.353 2.258 1.443  -0.064
20 O 9.491 -1.690 1.699  -0.356
21 N -0.824 0.752 1.389  -0.099
22 C -4.850 -2.166 4.602  0.795
23 C -3.079 2.576 -5.832  -0.742
24 C 5.527 -0.644 0.783  -0.920
25 C -3.425 1.183 -8.233  -0.394
26 C -2.803 -3.245 4.650  -0.434
27 C 0.258 -4.189 2.300  0.519
28 C 2.029 -5.622 -2.717  -1.365
29 C -2.472 3.547 -1.744  0.066
30 C -3.364 3.277 -7.001  -0.103
31 C -1.584 4.205 -2.738  -0.249
32 C 3.272 -4.703 2.466  -0.985
33 C -3.148 0.478 -7.066  -0.674
34 C 3.225 3.334 0.666  0.478
35 C -2.520 4.091 0.794  -0.626
36 C 8.548 -1.207 0.887  0.764
37 C -4.923 0.822 -1.507  -1.056
38 C -2.850 3.230 -4.523  0.256
39 C 4.127 2.450 2.638  -0.166
40 C 2.197 4.070 -1.285  -0.667
41 C 2.331 -0.466 -2.008  -0.666
42 C -1.647 3.636 -4.117  0.627
43 C -2.211 3.366 2.102  -0.880
44 C -3.995 3.419 -3.574  -0.229
45 C -6.922 -1.087 4.719  -0.146
46 C -2.848 1.971 2.200  0.080
47 C -2.983 1.181 -5.873  -0.143
48 C 6.733 0.267 0.855  -0.188
49 C -1.852 0.848 2.436  -0.738
50 C 2.300 -4.065 3.435  -0.295
51 C 2.337 -5.075 -1.339  0.293
52 C -1.883 3.334 -0.375  0.349
53 C -7.910 -2.231 4.647  -1.117
54 C -1.711 -4.149 1.063  -0.820
55 C 2.245 -2.759 -1.651  0.821
56 C -3.683 3.148 -2.150  1.066
57 C -3.540 2.570 -8.186  -0.683
58 C 10.330 -2.679 1.100  -0.643
59 C 3.341 3.156 3.721  -1.386
60 B -4.753 2.368 -1.285  0.564
61 H 7.071 0.577 -0.133  0.370
62 H 1.319 -4.982 -3.240  0.328
63 H -2.528 -2.777 3.706  0.067
64 H 9.767 -3.594 0.923  0.293
65 H -6.705 -0.682 3.731  0.269
66 H -3.542 1.960 3.039  0.520
67 H -3.541 0.636 -9.155  0.393
68 H -0.851 3.672 -0.429  -0.186
69 H -2.055 5.074 0.842  0.359
70 H -5.214 0.342 -0.575  0.320
71 H -0.810 -0.160 0.966  0.125
72 H -1.366 0.906 3.410  0.330
73 H 1.492 -0.317 -1.332  0.268
74 H 1.893 -4.796 4.134  0.312
75 H 6.475 1.168 1.409  0.143
76 H 3.093 4.174 3.423  0.347
77 H -2.573 3.976 2.925  0.458
78 H 1.601 -6.621 -2.640  0.400
79 H -2.201 -4.797 1.786  0.337
80 H -3.585 4.250 0.671  0.233
81 H -3.429 4.352 -6.987  0.465
82 H 1.754 3.632 -2.173  0.038
83 H -2.753 0.639 -4.966  0.461
84 H 3.048 0.340 -1.875  0.145
85 H 3.018 -5.740 -0.811  0.333
86 H 1.985 -0.477 -3.041  0.406
87 H 5.741 -1.537 0.197  0.509
88 H 0.090 2.114 -5.231  0.014
89 H 4.405 1.448 2.961  0.253
90 H 1.470 4.730 -0.815  0.317
91 H 5.238 -0.968 1.784  0.288
92 H -7.319 -0.280 5.331  0.319
93 H -2.396 -0.097 2.440  0.191
94 H 11.127 -2.876 1.812  0.225
95 H 2.406 2.629 3.916  0.278
96 H 4.685 -0.126 0.323  0.134
97 H 3.921 3.198 4.643  0.405
98 H 2.797 -3.290 4.016  0.340
99 H 4.124 -5.118 3.004  0.430
100 H 5.044 2.989 2.400  0.387
101 H 10.756 -2.317 0.168  0.301
102 H 0.867 4.028 -4.350  0.009
103 H -5.614 3.913 -0.485  0.337
104 H 3.087 4.630 -1.563  0.413
105 H -3.763 3.107 -9.096  0.379
106 H -1.352 -4.734 0.218  0.250
107 H -8.862 -1.882 4.245  0.369
108 H -1.133 3.265 2.200  0.277
109 H -4.057 0.349 -1.958  0.329
110 H 2.794 -5.505 1.906  0.266
111 H 3.633 -3.964 1.749  0.191
112 H 0.094 0.994 1.724  -0.041
113 H -1.834 2.262 -0.197  0.143
114 H -7.537 -3.029 4.007  0.309
115 H -1.924 -3.299 5.287  0.292
116 H -3.177 -4.253 4.475  0.337
117 H 2.938 -5.672 -3.317  0.321
118 H -5.763 0.686 -2.190  0.369
119 H -3.052 -0.594 -7.043  0.405
120 H 1.434 -4.975 -0.737  -0.070
121 H -2.426 -3.412 0.709  0.281
122 H -8.080 -2.650 5.639  0.294
123 H -3.436 1.713 1.322  -0.303



# 2
DFT (wB97M-V/def2-TZVPD) results for a molecular structure, IMn in a non-equilibrium geometry.

Values from the calculation:
max |F|	1.66	eV Å⁻¹
E_LUMO (spin up / spin down)	-8.980 / -8.492	eV
charge	+1
E	-39409.52153	eV
spin multiplicity	6
gap between HOMO and LUMO (spin up / spin down)	4.78 / 5.00	eV

Each line ends with the Löwdin spin population.
Element x y z (Å)
1 I 0.859 0.272 -1.728  0.146
2 Mn -0.859 -0.272 1.728  4.854



# 3
DFT (wB97M-V/def2-TZVPD) results for a molecular structure, CF3LuNO2S2 in a non-equilibrium geometry.

Values from the calculation:
max |F|	4.37	eV Å⁻¹
E_LUMO (spin up / spin down)	-6.638 / -6.445	eV
charge	+1
E	-70054.68525	eV
gap between HOMO and LUMO (spin up / spin down)	7.41 / 6.33	eV

Each line ends with the natural charge from an NBO analysis.
Element x y z (Å)
1 Lu -2.602 0.383 1.659  1.751
2 S 0.201 0.385 0.532  2.151
3 S -0.350 -2.288 1.600  0.361
4 F 1.243 -1.062 -1.399  -0.287
5 F 1.399 1.078 -1.702  -0.278
6 F -0.496 0.078 -1.985  -0.299
7 O -0.699 1.597 0.519  -1.015
8 O 1.507 0.485 1.174  -0.812
9 N -0.820 -0.755 0.873  -1.332
10 C 0.618 0.099 -1.271  0.760



# 4
DFT (wB97M-V/def2-TZVPD) results for 2 unconnected molecules or ions with the total composition C3H8O3 in a non-equilibrium geometry.

Values from the calculation:
max |F|	1.65	eV Å⁻¹
E_LUMO	0.841	eV
structure (SMILES)	O=CCCO.O
E	-9382.21731	eV
gap between HOMO and LUMO	10.66	eV

Each line ends with the natural charge from an NBO analysis.
Element x y z (Å)
1 O 1.114 -0.887 0.254  -0.511
2 O 1.426 -1.647 -3.086  -0.932
3 O -1.501 2.324 0.830  -0.737
4 C 0.040 -1.074 0.751  0.445
5 C -0.975 0.006 1.040  -0.535
6 C -0.390 1.392 0.894  -0.067
7 H -1.526 -0.136 1.973  0.230
8 H 0.064 1.478 -0.086  0.192
9 H 2.015 -2.151 -3.667  0.466
10 H -1.757 -0.155 0.285  0.241
11 H 0.922 -2.319 -2.619  0.466
12 H -0.389 -2.090 0.829  0.097
13 H 0.239 1.609 1.755  0.175
14 H -1.238 3.162 1.217  0.470